Entry 1:
DFT (wB97M-V/def2-TZVPD) results for C57H30F19MnN3O3P2S3 as an isolated structure at a distorted geometry.

```
118
Properties=species:S:1:pos:R:3:lowdin_charge:R:1
Mn 16.58 13.38 17.22 0.498
S 14.81 14.72 18.27 0.926
C 13.73 15.15 17.06 -0.627
C 12.63 15.95 17.53 -0.014
C 11.62 16.32 16.66 -0.149
C 10.45 17.11 17.14 -0.121
N 9.52 17.71 17.43 0.213
C 11.66 15.92 15.34 -0.155
C 12.79 15.19 14.82 -0.006
C 13.80 14.76 15.72 -0.513
S 15.01 13.60 15.07 0.892
C 10.64 16.24 14.41 -0.175
N 9.89 16.44 13.59 0.228
H 12.62 16.16 18.59 0.122
H 12.84 14.83 13.86 0.056
F 15.79 11.84 17.42 -0.390
O 18.12 12.27 13.52 -0.272
S 19.06 12.88 14.41 0.683
O 20.30 12.28 14.71 -0.220
N 18.23 13.33 15.82 -0.046
C 18.08 14.64 15.88 -0.509
O 17.27 15.09 16.79 -0.181
C 18.72 15.40 14.83 -0.137
C 18.73 16.77 14.64 0.023
C 19.22 17.35 13.47 -0.009
C 19.85 16.48 12.61 -0.030
C 19.91 15.10 12.80 -0.003
C 19.33 14.55 13.90 -0.190
H 18.25 17.46 15.34 0.135
H 19.22 18.38 13.30 0.112
H 20.18 16.86 11.70 0.107
H 20.40 14.54 11.97 0.156
F 22.58 17.41 21.11 0.137
C 21.30 17.83 21.33 -0.594
F 21.15 19.03 20.81 0.189
F 21.20 17.96 22.63 0.171
C 20.33 16.73 20.83 -0.064
C 19.88 15.70 21.68 0.049
C 19.10 14.70 21.12 -0.105
C 18.63 14.74 19.84 -0.299
C 19.07 15.86 19.03 -0.011
C 19.94 16.77 19.53 -0.016
P 17.76 13.24 19.30 1.121
C 16.67 12.77 20.64 -0.343
C 16.41 11.42 20.76 -0.054
C 15.35 11.01 21.52 0.026
C 14.48 11.98 22.03 -0.084
C 14.73 13.36 21.87 0.017
C 15.88 13.78 21.25 -0.094
C 13.30 11.51 22.80 -0.580
F 12.50 10.75 21.98 0.105
F 13.62 10.64 23.73 0.186
F 12.52 12.49 23.28 0.159
C 18.95 11.90 19.02 -0.315
C 20.26 12.02 19.41 -0.052
C 21.11 10.94 19.24 0.035
C 20.67 9.77 18.58 -0.064
C 19.36 9.68 18.10 0.008
C 18.52 10.74 18.27 -0.081
C 21.62 8.61 18.38 -0.568
F 22.07 8.02 19.52 0.152
F 22.73 8.99 17.75 0.156
F 21.02 7.69 17.59 0.139
H 20.05 15.71 22.75 0.136
H 18.73 13.96 21.78 0.108
H 18.78 15.92 18.00 0.079
H 20.42 17.47 18.90 0.130
H 17.16 10.75 20.42 0.101
H 15.13 9.95 21.62 0.147
H 14.10 14.14 22.33 0.142
H 16.12 14.84 21.17 0.119
H 20.60 12.88 19.92 0.102
H 22.19 10.97 19.58 0.166
H 18.96 8.80 17.64 0.123
H 17.50 10.59 17.87 0.101
F 9.47 11.70 9.28 0.126
C 10.41 12.69 9.36 -0.536
F 9.80 13.88 9.39 0.173
F 11.15 12.54 8.24 0.159
C 11.30 12.56 10.65 -0.049
C 10.98 11.53 11.55 0.010
C 11.68 11.40 12.72 -0.042
C 12.78 12.28 13.04 -0.279
C 13.11 13.23 12.06 -0.086
C 12.36 13.41 10.92 0.005
P 13.57 12.07 14.68 0.954
C 14.52 10.55 14.68 -0.321
C 14.30 9.56 15.68 -0.030
C 14.94 8.36 15.45 0.030
C 15.88 8.22 14.42 -0.092
C 16.10 9.20 13.51 0.025
C 15.47 10.44 13.66 -0.048
C 16.71 6.98 14.31 -0.542
F 17.56 6.76 15.37 0.120
F 16.04 5.83 14.34 0.156
F 17.46 6.91 13.18 0.139
C 12.45 12.26 16.02 -0.336
C 12.84 11.86 17.28 -0.108
C 11.95 11.84 18.31 0.033
C 10.61 12.29 18.14 -0.048
C 10.20 12.70 16.88 0.035
C 11.10 12.67 15.85 -0.033
C 9.73 12.30 19.36 -0.619
F 9.59 11.03 19.71 0.198
F 8.56 12.83 19.15 0.207
F 10.35 13.09 20.30 0.135
H 10.16 10.88 11.30 0.132
H 11.33 10.59 13.32 0.117
H 13.94 13.95 12.21 0.117
H 12.52 14.21 10.18 0.151
H 13.52 9.69 16.39 0.101
H 14.86 7.54 16.15 0.141
H 16.81 9.09 12.67 0.152
H 15.58 11.26 12.92 0.123
H 13.88 11.54 17.47 0.090
H 12.21 11.45 19.27 0.121
H 9.22 13.16 16.76 0.144
H 10.78 13.05 14.93 0.094
```

## Properties
- <S²> = 0.867
- spin multiplicity = 2
- HOMO-LUMO gap (spin up / spin down) (eV) = 5.50 / 5.22
- calculated total energy (eV) = -204229.2249
- total charge = +2

***

Entry 2:
DFT (wB97M-V/def2-TZVPD) results for C57H35Cl5GaN7 as an isolated structure at a distorted geometry.

```
105
Properties=species:S:1:pos:R:3:lowdin_charge:R:1
Ga 1.45 1.24 -0.07 0.483
Cl 7.02 7.94 -3.22 0.699
C 5.98 6.83 -2.47 -0.695
C 4.58 6.91 -2.67 -0.094
C 3.76 5.95 -2.15 -0.034
C 4.34 4.81 -1.49 -0.185
C 5.73 4.72 -1.32 -0.028
C 6.55 5.77 -1.74 -0.089
C 3.48 3.76 -0.96 -0.081
C 2.47 4.08 -0.08 -0.204
C 1.96 5.46 0.15 0.044
C 0.78 5.32 0.86 0.013
C 0.72 3.93 1.25 -0.211
C -0.22 3.34 2.10 -0.070
C -1.30 4.08 2.71 -0.176
C -2.59 3.48 2.89 -0.046
C -3.59 4.15 3.51 -0.089
C -3.50 5.56 3.75 -0.689
Cl -4.77 6.51 4.35 0.700
C -2.23 6.15 3.52 -0.090
C -1.11 5.40 3.14 -0.027
C -0.09 1.95 2.47 -0.185
N 0.54 0.93 1.77 0.098
C 0.34 -0.23 2.53 -0.168
C 0.62 -1.54 2.14 -0.068
C 0.11 -2.69 2.97 -0.153
C 1.06 -3.68 3.35 -0.043
C 0.67 -4.71 4.15 -0.109
C -0.64 -4.73 4.68 -0.677
Cl -1.07 -6.05 5.69 0.685
C -1.55 -3.71 4.39 -0.089
C -1.18 -2.70 3.53 -0.045
C 1.30 -1.81 0.94 -0.218
C 1.45 -3.17 0.42 0.011
C 2.05 -3.05 -0.82 0.007
C 2.44 -1.65 -0.97 -0.169
N 1.90 -0.86 0.11 0.104
C 3.24 -1.11 -1.99 -0.056
C 3.62 0.28 -1.98 -0.185
C 4.68 0.85 -2.82 0.018
C 4.73 2.19 -2.56 0.016
C 3.78 2.47 -1.48 -0.166
N 3.13 1.28 -1.16 0.073
C 3.67 -1.94 -3.12 -0.169
C 4.12 -3.27 -2.91 -0.036
C 4.27 -4.14 -3.97 -0.095
C 4.14 -3.66 -5.29 -0.685
Cl 4.36 -4.74 -6.59 0.690
C 3.81 -2.31 -5.50 -0.086
C 3.56 -1.46 -4.43 -0.030
C -0.31 0.14 3.80 0.008
C -0.65 1.45 3.72 -0.008
N 1.78 3.18 0.70 0.089
H 4.21 7.72 -3.29 0.107
H 2.69 5.98 -2.25 0.117
H 6.15 3.84 -0.84 0.123
H 7.62 5.75 -1.55 0.109
H 2.48 6.34 -0.18 0.096
H -0.01 6.02 1.03 0.102
H -2.79 2.47 2.59 0.106
H -4.53 3.62 3.75 0.118
H -2.14 7.21 3.73 0.103
H -0.12 5.84 3.10 0.111
H 2.10 -3.66 2.99 0.129
H 1.42 -5.45 4.40 0.108
H -2.57 -3.73 4.78 0.118
H -1.90 -1.95 3.29 0.110
H 1.11 -4.10 0.88 0.108
H 2.24 -3.84 -1.49 0.081
H 5.33 0.29 -3.44 0.098
H 5.28 2.93 -3.05 0.092
H 4.29 -3.70 -1.93 0.113
H 4.45 -5.15 -3.74 0.094
H 3.73 -1.86 -6.51 0.120
H 3.23 -0.44 -4.61 0.121
H -0.53 -0.47 4.66 0.105
H -1.20 2.07 4.45 0.126
Cl 0.11 1.30 -3.00 0.423
C -0.12 1.67 -1.22 -0.592
H -1.04 1.15 -0.90 -0.029
H -0.24 2.76 -1.06 0.012
N -5.00 -4.63 -1.32 0.157
C -6.27 -5.23 -1.14 -0.164
C -6.94 -6.25 -1.78 -0.031
C -8.20 -6.56 -1.26 -0.102
C -8.77 -5.87 -0.22 -0.116
C -8.12 -4.83 0.40 -0.024
C -6.83 -4.52 -0.02 -0.207
N -5.95 -3.52 0.42 0.155
C -4.91 -3.58 -0.45 -0.267
C -3.85 -2.58 -0.44 -0.156
C -2.71 -2.64 -1.22 -0.006
C -1.86 -1.54 -1.16 -0.106
N -2.17 -0.47 -0.42 0.050
C -3.17 -0.49 0.45 -0.130
C -4.11 -1.52 0.44 -0.005
H -4.46 -4.74 -2.17 0.151
H -6.53 -6.73 -2.64 0.100
H -8.72 -7.40 -1.75 0.111
H -9.76 -6.14 0.05 0.093
H -8.61 -4.33 1.25 0.119
H -2.49 -3.42 -1.93 0.109
H -0.93 -1.48 -1.74 0.111
H -3.27 0.36 1.15 0.110
H -5.02 -1.44 1.09 0.129
```

## Properties
- energy above the lowest of the compared OMol25 structures with the same formula, charge and spin (kJ/mol) = 0.0
- HOMO-LUMO gap (spin up / spin down) (eV) = 5.15 / 5.14
- calculated total energy (eV) = -185097.4812
- total charge = 0

***

Entry 3:
DFT (wB97M-V/def2-TZVPD) results for C57H35N7O4Re as an isolated structure at a distorted geometry.

```
104
Properties=species:S:1:pos:R:3:lowdin_charge:R:1
Re -0.27 0.16 0.33 1.704
C -1.61 -1.94 7.68 -0.078
C -0.32 -1.77 7.20 -0.070
C -0.11 -1.34 5.91 -0.040
C -1.19 -1.08 5.07 -0.213
C -2.48 -1.23 5.56 -0.030
C -2.69 -1.66 6.86 -0.068
C -1.00 -0.73 3.64 -0.055
C -1.44 0.51 3.19 -0.235
C -2.09 1.51 3.99 0.022
C -2.58 2.43 3.13 0.027
C -2.24 2.00 1.81 -0.212
C -2.76 2.53 0.63 -0.040
C -3.73 3.64 0.76 -0.214
C -4.95 3.40 1.38 -0.038
C -5.88 4.41 1.51 -0.072
C -5.60 5.68 1.04 -0.079
C -4.38 5.93 0.42 -0.066
C -3.45 4.92 0.28 -0.024
C -2.52 2.02 -0.65 -0.205
N -1.73 0.95 -0.99 -0.016
C -1.68 0.91 -2.35 -0.201
C -0.85 0.10 -3.13 -0.027
C -1.01 0.17 -4.60 -0.213
C -2.23 -0.21 -5.17 -0.046
C -2.41 -0.14 -6.53 -0.080
C -1.38 0.31 -7.35 -0.073
C -0.17 0.69 -6.79 -0.040
C 0.01 0.62 -5.42 -0.006
C 0.06 -0.82 -2.62 -0.199
C 0.78 -1.77 -3.41 0.049
C 1.32 -2.67 -2.56 0.028
C 0.94 -2.26 -1.23 -0.238
N 0.25 -1.09 -1.29 -0.016
C 1.06 -3.07 -0.11 -0.074
C 0.46 -2.79 1.13 -0.229
C 0.56 -3.65 2.27 0.025
C -0.04 -3.01 3.30 0.022
C -0.47 -1.73 2.82 -0.213
N -0.21 -1.65 1.47 -0.009
C 1.83 -4.33 -0.25 -0.214
C 1.20 -5.56 -0.17 -0.034
C 1.93 -6.73 -0.32 -0.067
C 3.29 -6.67 -0.56 -0.076
C 3.93 -5.44 -0.63 -0.064
C 3.20 -4.27 -0.48 -0.029
C -2.53 1.93 -2.89 0.045
C -3.05 2.61 -1.84 0.038
N -1.45 0.89 1.88 -0.034
H -1.77 -2.29 8.69 0.105
H 0.52 -1.99 7.84 0.107
H 0.90 -1.22 5.54 0.123
H -3.32 -1.03 4.91 0.124
H -3.70 -1.79 7.23 0.107
H -2.15 1.49 5.06 0.118
H -3.14 3.32 3.37 0.120
H -5.17 2.40 1.73 0.124
H -6.83 4.20 1.99 0.105
H -6.33 6.47 1.13 0.104
H -4.16 6.92 0.05 0.108
H -2.49 5.11 -0.19 0.131
H -3.01 -0.59 -4.52 0.120
H -3.35 -0.43 -6.97 0.102
H -1.52 0.37 -8.42 0.103
H 0.64 1.05 -7.40 0.110
H 0.95 0.93 -4.98 0.097
H 0.83 -1.76 -4.48 0.128
H 1.90 -3.54 -2.78 0.122
H 1.03 -4.62 2.27 0.116
H -0.17 -3.36 4.31 0.116
H 0.13 -5.61 0.01 0.125
H 1.44 -7.68 -0.27 0.106
H 3.86 -7.57 -0.69 0.105
H 4.99 -5.39 -0.81 0.109
H 3.69 -3.32 -0.53 0.109
H -2.66 2.14 -3.94 0.124
H -3.72 3.45 -1.87 0.118
O 5.05 2.13 -5.30 0.019
C 3.93 1.67 -5.33 -0.747
O 3.10 1.35 -6.16 -0.002
C 3.40 1.33 -3.85 -0.102
C 3.74 0.12 -3.28 0.002
C 3.27 -0.16 -2.01 -0.155
N 2.47 0.66 -1.35 0.078
C 2.14 1.81 -1.91 -0.187
C 2.59 2.21 -3.16 0.047
C 1.23 2.76 -1.10 -0.591
O 1.35 3.96 -1.28 0.077
O 0.44 2.21 -0.28 -0.127
H 4.38 -0.59 -3.79 0.120
H 3.54 -1.07 -1.51 0.087
H 2.31 3.17 -3.55 0.133
N 6.27 2.14 3.32 0.195
C 5.28 1.74 2.90 -0.162
C 4.04 1.27 2.41 -0.188
C 2.87 1.97 2.69 0.034
C 1.67 1.50 2.20 -0.087
N 1.56 0.39 1.47 -0.060
C 2.68 -0.30 1.22 -0.098
C 3.93 0.10 1.66 0.032
H 2.90 2.87 3.29 0.131
H 0.76 2.04 2.42 0.116
H 2.56 -1.22 0.67 0.095
H 4.80 -0.49 1.42 0.131
```

## Properties
- <S²> = 0.811
- spin multiplicity = 2
- HOMO-LUMO gap (spin up / spin down) (eV) = 4.22 / 4.29
- calculated total energy (eV) = -80428.2521
- total charge = 0